A cluster of 2 separate species, C37H54F2N5O9 in total, computed with wB97M-V/def2-TZVPD.

The geometry in XYZ format:
```
107
C37H54F2N5O9 | the Open Molecules 2025 dataset | wB97M-V/def2-TZVPD
C -3.514 -0.922 -1.062
C -3.291 0.096 0.058
C -1.934 -0.065 0.761
C -1.263 1.269 1.081
N 0.144 1.109 1.462
C 1.216 0.976 0.484
C 0.763 1.138 -0.978
C 1.494 0.340 -2.068
C 3.011 0.450 -2.092
O 1.092 -1.024 -1.985
O 1.777 -0.338 0.549
C 2.401 -0.765 1.698
F 3.128 -1.847 1.318
C 1.343 -1.239 2.739
O 1.685 -2.464 3.344
O 1.832 -2.219 4.763
C 3.496 0.237 2.194
F 4.517 0.213 1.287
C 4.003 -0.060 3.588
C 4.792 -1.367 3.799
O 4.950 -1.496 5.207
C 6.203 -1.366 3.195
N 6.348 -2.107 1.946
N 3.009 1.684 2.100
C 4.111 2.671 2.352
C 3.713 3.690 3.436
O 4.150 4.796 3.408
N 2.786 3.169 4.400
C 1.669 4.107 4.661
C 3.493 2.737 5.627
C 2.306 2.007 0.790
C 1.748 3.435 0.885
C 2.434 4.508 0.050
O 2.593 5.609 0.484
N 2.770 4.099 -1.285
C 4.235 4.074 -1.444
C 2.132 4.974 -2.290
H -2.603 -1.066 -1.648
H -3.824 -1.893 -0.674
H -4.299 -0.596 -1.743
H -3.382 1.109 -0.349
H -4.088 -0.012 0.796
H -1.262 -0.669 0.142
H -2.059 -0.606 1.703
H -1.762 1.724 1.940
H -1.394 1.968 0.247
H 0.377 1.748 2.208
H 0.817 2.194 -1.254
H -0.279 0.844 -1.064
H 1.122 0.771 -3.005
H 3.319 1.499 -2.102
H 3.394 -0.018 -3.000
H 3.462 -0.063 -1.243
H 0.811 -1.326 -2.854
H 0.415 -1.363 2.185
H 1.160 -0.493 3.513
H 2.028 -3.126 5.045
H 3.151 -0.066 4.269
H 4.657 0.738 3.934
H 4.237 -2.221 3.407
H 4.076 -1.635 5.590
H 6.853 -1.800 3.957
H 6.530 -0.336 3.025
H 6.405 -1.493 1.147
H 5.574 -2.738 1.782
H 2.386 1.836 2.919
H 4.375 3.204 1.445
H 4.994 2.128 2.680
H 0.710 3.599 4.546
H 1.729 4.511 5.672
H 1.705 4.956 3.978
H 4.524 2.467 5.393
H 3.509 3.542 6.362
H 3.006 1.865 6.062
H 3.081 1.959 0.026
H 0.712 3.422 0.536
H 1.708 3.803 1.914
H 4.710 3.612 -0.576
H 4.490 3.480 -2.320
H 4.655 5.079 -1.552
H 1.198 4.530 -2.638
H 2.793 5.075 -3.149
H 1.941 5.973 -1.894
C -8.579 -4.205 -1.133
C -9.489 -4.981 -1.843
C -9.314 -5.192 -3.200
C -8.228 -4.624 -3.855
C -7.318 -3.839 -3.145
C -7.497 -3.636 -1.781
C -6.155 -3.201 -3.824
O -5.357 -2.529 -3.201
C -6.009 -3.411 -5.292
C -4.957 -2.797 -5.960
C -4.798 -2.985 -7.322
C -5.687 -3.792 -8.024
C -6.738 -4.406 -7.364
C -6.905 -4.216 -5.998
C -8.055 -4.877 -5.315
O -8.820 -5.591 -5.924
H -8.718 -4.045 -0.071
H -10.337 -5.421 -1.335
H -10.008 -5.796 -3.767
H -6.780 -3.028 -1.245
H -4.274 -2.175 -5.397
H -3.981 -2.503 -7.842
H -5.559 -3.940 -9.088
H -7.440 -5.036 -7.893
```

Output
Largest force on an atom (Eh/bohr): 0.0103
Net charge: +1
Calculated total energy (eV): -70548.0196
HOMO energy (eV): -11.0565
Kohn-Sham gap (Eh): 0.3192

***

A structure of composition C37H54GeN4O4Ti, computed with wB97M-V/def2-TZVPD.

The geometry in XYZ format:
```
101
C37H54GeN4O4Ti | the Open Molecules 2025 dataset | wB97M-V/def2-TZVPD
Ti -1.960 -0.121 0.196
C -1.639 -1.932 3.270
C -1.938 -0.494 3.670
C -0.795 0.209 4.442
C 0.556 0.436 3.838
C 1.503 -0.710 3.686
C 1.171 1.789 3.990
N 0.077 0.112 0.923
C 0.553 0.710 -1.911
C -0.413 -0.271 -2.576
N -1.821 -0.301 -2.034
C -2.294 -1.703 -2.199
C -1.509 -2.572 -1.220
O -0.994 -3.612 -1.546
O -1.419 -2.022 -0.024
C -2.678 0.681 -2.808
C -4.155 0.305 -2.895
C -2.419 2.142 -2.399
C -2.904 2.779 -1.077
C -2.406 4.229 -1.100
C -4.430 2.799 -0.980
N -2.280 2.093 0.137
C -2.938 2.470 1.416
C -2.355 1.710 2.592
N -2.550 0.246 2.489
C -4.002 -0.056 2.535
C -4.679 -0.011 1.178
O -5.848 0.242 1.055
O -3.862 -0.308 0.188
H -1.244 -2.479 4.127
H -0.926 -2.013 2.453
H -2.542 -2.445 2.937
H -2.735 -0.532 4.422
H -0.674 -0.431 5.329
H -1.175 1.156 4.829
H 1.961 -0.950 4.657
H 2.324 -0.474 3.004
H 1.024 -1.627 3.340
H 1.598 1.909 4.996
H 0.449 2.601 3.865
H 1.995 1.942 3.290
H 0.232 -0.734 1.467
H 0.207 0.853 1.611
H 1.256 1.085 -2.654
H 0.019 1.586 -1.539
H -0.008 -1.281 -2.515
H -0.482 -0.045 -3.643
H -2.151 -2.058 -3.222
H -3.346 -1.769 -1.932
H -2.309 0.630 -3.840
H -4.614 0.112 -1.932
H -4.294 -0.569 -3.528
H -4.685 1.130 -3.373
H -2.882 2.744 -3.185
H -1.353 2.346 -2.502
H -2.853 4.765 -1.936
H -1.319 4.274 -1.216
H -2.682 4.762 -0.189
H -4.830 3.124 -1.940
H -4.769 3.522 -0.239
H -4.869 1.834 -0.744
H -1.333 2.471 0.191
H -4.000 2.264 1.328
H -2.841 3.540 1.615
H -2.814 2.100 3.509
H -1.284 1.905 2.660
H -4.527 0.606 3.229
H -4.135 -1.077 2.890
C 2.453 1.838 0.206
Ge 1.568 0.181 -0.333
C 3.199 -0.808 -2.826
C 3.948 0.134 -3.480
C 4.309 -0.169 -4.794
C 3.917 -1.374 -5.365
C 3.168 -2.292 -4.642
C 2.796 -2.016 -3.324
C 2.489 -1.484 0.031
C 1.706 -2.601 0.183
C 2.262 -3.848 0.548
C 3.598 -3.950 0.781
C 4.448 -2.824 0.633
C 5.842 -2.942 0.858
C 6.674 -1.878 0.679
C 6.145 -0.642 0.253
C 4.805 -0.502 0.038
C 3.905 -1.578 0.235
H 3.042 1.703 1.112
H 1.692 2.601 0.391
H 3.110 2.210 -0.580
H 4.258 1.066 -3.021
H 4.901 0.536 -5.363
H 4.207 -1.602 -6.381
H 2.877 -3.234 -5.090
H 2.231 -2.731 -2.737
H 0.636 -2.564 0.032
H 1.610 -4.706 0.639
H 4.037 -4.896 1.073
H 6.235 -3.903 1.167
H 7.738 -1.980 0.849
H 6.809 0.196 0.087
H 4.423 0.446 -0.314
```

Output
Largest force on an atom (Eh/bohr): 0.0125
Net charge: +1
Calculated total energy (eV): -133023.5208
ΔE to the lowest compared entry with this formula, charge and spin (kcal/mol): 0.0
2S+1: 4
HOMO energy (spin up / spin down) (eV): -10.2504 / -10.5761
Kohn-Sham gap (spin up / spin down) (Eh): 0.2965 / 0.2814

***

A structure of composition C37H55AlBF3NO35, computed with wB97M-V/def2-TZVPD.

The geometry in XYZ format:
```
133
C37H55AlBF3NO35 | the Open Molecules 2025 dataset | wB97M-V/def2-TZVPD
N -0.676 -0.275 1.215
B -0.624 1.014 0.425
O -0.612 0.993 -1.048
Al -0.607 2.932 1.306
C -2.118 4.062 0.427
C -3.522 3.779 1.171
O -3.672 2.349 1.388
C -4.735 1.783 0.642
C -5.445 0.700 1.605
F -5.422 1.246 2.906
F -4.629 -0.434 1.643
F -6.749 0.402 1.231
H -1.474 -0.799 0.810
H 0.214 -0.777 1.071
H -1.536 1.223 -1.278
H 0.836 3.582 1.093
H -0.887 2.821 2.893
H -2.249 3.845 -0.684
H -1.855 5.161 0.638
H -3.404 4.240 2.212
H -4.396 4.270 0.644
H -4.353 1.193 -0.243
H -5.553 2.505 0.351
C 2.623 2.797 6.087
C 1.263 2.207 6.318
O 0.650 2.306 5.040
C 1.647 2.360 4.116
O 1.481 2.281 2.940
O 2.864 2.516 4.715
H 3.388 2.341 6.717
H 2.639 3.881 6.235
H 1.308 1.154 6.608
H 0.691 2.757 7.066
C 2.694 -2.866 -0.520
C 2.464 -4.327 -0.741
O 1.830 -4.736 0.472
C 1.250 -3.626 1.011
O 0.494 -3.641 1.942
O 1.636 -2.504 0.359
H 2.641 -2.292 -1.445
H 3.647 -2.661 -0.031
H 1.787 -4.523 -1.576
H 3.392 -4.874 -0.901
C -3.383 3.376 -5.002
C -1.914 3.329 -4.694
O -1.886 3.371 -3.274
C -3.081 2.908 -2.831
O -3.323 2.657 -1.688
O -3.967 2.765 -3.857
H -3.637 2.826 -5.909
H -3.760 4.399 -5.089
H -1.445 2.400 -5.030
H -1.371 4.173 -5.119
C 0.739 -3.159 5.824
C 1.755 -3.178 4.722
O 2.522 -2.004 4.978
C 2.383 -1.710 6.296
O 3.025 -0.885 6.875
O 1.419 -2.476 6.873
H 0.446 -4.161 6.140
H -0.158 -2.594 5.557
H 2.416 -4.049 4.775
H 1.298 -3.139 3.733
C -0.673 7.545 2.886
C 0.510 8.393 3.248
O 0.846 7.930 4.550
C 0.361 6.661 4.662
O 0.614 5.923 5.566
O -0.443 6.348 3.615
H -0.730 7.342 1.816
H -1.620 7.983 3.216
H 1.363 8.228 2.584
H 0.273 9.457 3.263
C -2.197 -6.210 1.252
C -1.171 -5.779 0.249
O -0.769 -7.008 -0.349
C -1.789 -7.890 -0.176
O -1.849 -8.962 -0.700
O -2.733 -7.394 0.668
H -2.976 -5.462 1.401
H -1.756 -6.460 2.221
H -1.591 -5.130 -0.526
H -0.325 -5.276 0.710
C 0.065 -3.211 -4.360
C 0.725 -2.116 -5.142
O 2.041 -2.082 -4.596
C 2.284 -3.304 -4.057
O 3.351 -3.666 -3.657
O 1.156 -4.063 -4.023
H -0.683 -3.749 -4.942
H -0.397 -2.847 -3.438
H 0.791 -2.346 -6.209
H 0.228 -1.157 -5.017
C -3.305 -1.528 -6.308
C -3.861 -0.463 -7.206
O -2.921 0.596 -7.063
C -1.744 0.041 -6.667
O -0.708 0.627 -6.615
O -1.904 -1.269 -6.336
H -3.521 -2.534 -6.669
H -3.660 -1.437 -5.278
H -3.890 -0.771 -8.254
H -4.858 -0.141 -6.903
C 6.119 0.261 -1.564
C 7.533 -0.213 -1.672
O 7.487 -1.505 -1.072
C 6.203 -1.942 -1.165
O 5.848 -3.054 -0.909
O 5.374 -0.953 -1.589
H 5.834 0.910 -2.391
H 5.921 0.778 -0.622
H 7.859 -0.317 -2.709
H 8.232 0.436 -1.144
C -7.324 -1.105 5.549
C -6.124 -0.238 5.789
O -6.337 0.240 7.114
C -7.153 -0.649 7.737
O -7.396 -0.637 8.906
O -7.657 -1.556 6.858
H -7.107 -1.947 4.891
H -8.171 -0.546 5.141
H -5.188 -0.802 5.763
H -6.059 0.588 5.082
C 7.943 -1.007 -6.168
C 7.468 -0.184 -7.328
O 6.540 0.710 -6.726
C 6.870 0.810 -5.411
O 6.392 1.607 -4.660
O 7.812 -0.114 -5.067
H 8.978 -1.332 -6.282
H 7.314 -1.883 -5.988
H 8.272 0.398 -7.787
H 6.983 -0.786 -8.097
```

Output
Largest force on an atom (Eh/bohr): 0.0535
Net charge: -1
Calculated total energy (eV): -127839.7785
HOMO energy (eV): -3.2096
Kohn-Sham gap (Eh): 0.1664

***

largest force on an atom of number 2 (C37H54GeN4O4Ti)?
0.0125 Eh/bohr